1.
108
Properties=species:S:1:pos:R:3:lowdin_charge:R:1 method="wB97M-V/def2-TZVPD" fmax_ev_per_a=5.4 homo_lumo_gap_ev=8.62 total_energy_ev=-107484.99537 multiplicity=1 lumo_ev=-0.3 homo_ev=-9.0 mol_weight_g_mol=846.94
C 3.89356 0.48434 0.74660 0.021
C 3.95778 0.89346 2.25871 -0.273
C 5.11792 1.79218 2.58045 -0.101
O 4.47760 2.79525 3.32578 0.090
C 3.12611 2.72909 3.23077 -0.584
O 2.31200 3.52163 3.74808 0.102
O 2.85302 1.76531 2.46436 0.071
H 3.78566 1.40632 0.17528 0.080
H 2.94308 -0.02093 0.57520 0.057
H 4.64316 -0.24848 0.44797 0.093
H 3.97586 0.08006 2.98407 0.135
H 5.68790 2.11905 1.71074 0.143
H 5.82424 1.16233 3.12126 0.140
C 0.19688 -2.51753 -3.33498 -0.015
C 0.86277 -3.60954 -4.18025 -0.346
C 1.82803 -3.15633 -5.24844 -0.105
O 2.88980 -4.01850 -4.96488 0.077
C 2.76249 -4.75188 -3.81902 -0.497
O 3.58383 -5.44030 -3.21009 0.126
O 1.55975 -4.47717 -3.32409 0.100
H 0.86306 -2.10633 -2.57654 0.089
H -0.69159 -2.98065 -2.90578 0.084
H -0.11712 -1.70290 -3.98759 0.075
H 0.04407 -4.09038 -4.71562 0.146
H 1.91402 -2.09020 -5.03852 0.114
H 1.38275 -3.22319 -6.24110 0.142
C -7.64409 0.08365 0.62427 -0.021
C -6.29684 -0.69048 0.56753 -0.249
C -5.12669 -0.11996 -0.37691 -0.104
O -4.09068 0.03331 0.50875 0.011
C -4.45331 -0.25780 1.84435 -0.450
O -3.66549 -0.40271 2.74529 0.147
O -5.77650 -0.49870 1.86177 0.082
H -7.43867 1.15104 0.54320 0.078
H -8.21083 -0.06464 1.54347 0.085
H -8.42066 -0.11441 -0.11452 0.081
H -6.56404 -1.71757 0.31895 0.147
H -5.25116 0.84930 -0.85975 0.099
H -4.83420 -0.82743 -1.15282 0.136
C -3.53442 2.45218 -2.48598 -0.004
C -4.00748 3.64364 -1.67501 -0.277
C -3.82336 3.44076 -0.17058 -0.119
O -3.08371 4.56965 0.19383 0.076
C -2.77166 5.32019 -0.91685 -0.558
O -2.16057 6.39215 -0.82692 0.115
O -3.15582 4.76258 -2.01239 0.124
H -3.43338 2.72179 -3.53726 0.090
H -4.27860 1.67607 -2.30730 0.067
H -2.54945 2.11672 -2.16130 0.080
H -5.05606 3.82348 -1.91217 0.154
H -3.22549 2.53604 -0.06035 0.099
H -4.79774 3.27551 0.28918 0.136
C 0.34095 -0.78244 2.64941 -0.002
C -0.64111 -0.27265 1.60883 -0.239
C -1.02458 1.20774 1.52129 -0.062
O -1.06549 1.43369 0.11228 0.049
C -0.33477 0.53543 -0.54274 -0.592
O -0.05088 0.48849 -1.72414 0.102
O 0.07927 -0.37562 0.31160 0.075
H -0.17485 -0.73979 3.60870 0.088
H 1.18817 -0.09667 2.65457 0.074
H 0.77322 -1.76797 2.47627 0.065
H -1.50886 -0.92820 1.53550 0.126
H -0.30508 1.82251 2.06208 0.139
H -1.97247 1.37649 2.03230 0.124
C 3.18894 -3.06383 1.67108 0.001
C 3.93771 -2.70415 2.97183 -0.302
C 4.39892 -3.80216 3.85393 -0.119
O 5.79190 -3.71385 3.95243 0.094
C 6.17068 -2.64033 3.21201 -0.539
O 7.33112 -2.22485 3.15370 0.118
O 5.15735 -2.10635 2.58635 0.087
H 3.10190 -2.24021 0.96242 0.063
H 2.14009 -3.33614 1.78874 0.072
H 3.61207 -3.83589 1.02844 0.095
H 3.32049 -2.05464 3.59254 0.144
H 4.06136 -4.78384 3.52158 0.144
H 4.01511 -3.64869 4.86251 0.140
C 1.87594 1.11081 -4.77144 -0.246
S 1.05907 2.48009 -5.70695 0.851
O 0.94328 1.99599 -7.16703 -0.577
C -0.60935 2.27809 -4.89668 -0.268
H 1.25290 0.22365 -4.88485 0.021
H 1.94383 1.18185 -3.68587 0.036
H 2.87947 0.92103 -5.15223 0.055
H -0.61931 2.23303 -3.80765 0.020
H -1.08183 1.34403 -5.20067 0.050
H -1.35249 2.99287 -5.25012 0.045
C -1.86173 -5.44727 4.01500 -0.247
S -1.06417 -4.04665 4.96242 0.867
O 0.34545 -3.75598 4.42978 -0.598
C -2.17753 -2.77222 4.19710 -0.269
H -2.08966 -5.13861 2.99476 0.052
H -2.74253 -5.78015 4.56407 0.049
H -1.07180 -6.19096 4.12013 0.041
H -2.14787 -1.83616 4.75480 0.047
H -3.15270 -3.25771 4.15934 0.047
H -1.84172 -2.46466 3.20679 0.029
C 0.82717 4.60914 -2.25158 -0.220
S 1.93846 3.46412 -1.33936 0.801
O 3.28806 3.99218 -1.75490 -0.559
C 1.55455 4.15552 0.32140 -0.218
H -0.22502 4.67937 -1.97578 0.041
H 0.76967 4.24983 -3.27905 0.013
H 1.38761 5.54401 -2.25490 0.065
H 0.48581 4.15823 0.53565 0.052
H 1.82117 5.20986 0.24806 0.063
H 2.10840 3.65149 1.11341 0.020

***

2.
97
Properties=species:S:1:pos:R:3:lowdin_charge:R:1 method="wB97M-V/def2-TZVPD" fmax_ev_per_a=0.6 total_charge=+2 s_squared=0.758 homo_lumo_gap_ev="6.94 / 7.17" total_energy_ev=-237643.79385 multiplicity=2 lumo_ev="-4.8 / -6.0" homo_ev="-11.7 / -13.1" mol_weight_g_mol=927.53
Ba -0.37736 -0.42467 -0.13728 1.420
N -1.23567 -0.15479 4.59652 0.138
C -2.13931 -1.18389 4.49979 -0.038
C -2.16818 -1.52234 3.18242 -0.137
N -1.30153 -0.72546 2.47499 -0.045
C -0.75370 0.09167 3.35895 -0.310
C 0.23533 1.09449 2.98890 -0.298
N 0.65581 1.24897 1.74538 -0.069
C 1.57283 2.27392 1.78006 -0.129
C 1.70493 2.73437 3.05204 -0.040
N 0.84880 1.97310 3.80990 0.138
H -0.98942 0.31100 5.45417 0.169
H -2.66275 -1.56643 5.35769 0.131
H -2.75834 -2.28772 2.70731 0.118
H 2.08396 2.61933 0.89795 0.112
H 2.31056 3.51307 3.47992 0.131
H 0.71703 2.07496 4.80257 0.169
C -6.04366 2.16562 -1.26430 -0.235
Ge -4.36320 1.83889 -0.32009 0.666
C -4.63469 0.82361 1.33374 -0.238
C -3.41628 3.48327 0.16267 -0.240
Ge -2.92042 0.58175 -1.85012 0.833
C -2.25850 1.54397 -3.40639 -0.386
C -2.61197 2.89095 -3.53721 -0.125
C -2.15927 3.65332 -4.60425 -0.061
C -1.33097 3.08550 -5.56177 -0.060
C -0.96150 1.75151 -5.44635 -0.072
C -1.41774 0.99113 -4.37963 -0.145
C -3.28591 -1.31622 -2.10147 -0.416
C -2.58209 -2.13571 -2.99280 -0.128
C -2.92269 -3.47049 -3.15520 -0.080
C -3.95846 -4.02185 -2.41425 -0.069
C -4.64698 -3.23439 -1.50067 -0.064
C -4.30922 -1.89819 -1.34252 -0.127
H -6.73274 2.73512 -0.63985 0.030
H -6.51842 1.22044 -1.52646 0.023
H -5.86752 2.72635 -2.18169 0.020
H -5.26343 1.41309 2.00263 0.034
H -3.68380 0.64230 1.83784 -0.008
H -5.12702 -0.13367 1.17003 0.010
H -4.02421 4.05288 0.86671 0.032
H -3.21178 4.11905 -0.69682 0.011
H -2.46690 3.25100 0.64942 0.010
H -3.26891 3.35336 -2.81001 0.071
H -2.46175 4.68840 -4.69167 0.115
H -0.98109 3.67552 -6.39793 0.115
H -0.32578 1.29903 -6.19650 0.112
H -1.11744 -0.04692 -4.32789 0.075
H -1.78137 -1.73584 -3.60011 0.071
H -2.38471 -4.07873 -3.87131 0.115
H -4.23100 -5.05988 -2.54978 0.117
H -5.46040 -3.65609 -0.92480 0.115
H -4.87919 -1.29275 -0.64779 0.071
N 1.14727 0.83919 -2.13496 -0.074
H 1.94719 1.38476 -1.82211 0.040
H 0.55865 1.48622 -2.66162 0.019
H 1.52226 0.20360 -2.83652 0.029
C 1.41168 -3.61244 -3.23823 -0.214
Si 2.74448 -3.52147 -1.92367 0.254
C 3.88183 -2.07481 -2.27487 -0.212
C 3.74111 -5.09310 -1.87033 -0.193
As 1.61290 -3.05517 0.09830 0.691
Si 3.22855 -2.57278 1.75280 0.256
C 2.33634 -2.35416 3.38597 -0.203
C 4.54543 -3.88548 1.85987 -0.202
C 3.95484 -0.91079 1.28197 -0.207
Si 0.36366 -4.97083 0.71502 0.259
C -1.19431 -4.88958 -0.31499 -0.222
C -0.07581 -4.81790 2.52693 -0.209
C 1.26226 -6.57579 0.41565 -0.204
H 1.87125 -3.69431 -4.22640 0.045
H 0.77278 -2.72425 -3.24055 0.007
H 0.76718 -4.48353 -3.10383 0.026
H 4.23625 -2.13286 -3.30713 0.046
H 4.76241 -2.09692 -1.63109 0.029
H 3.39693 -1.10543 -2.13928 0.004
H 4.25573 -5.22786 -2.82548 0.048
H 3.12273 -5.97368 -1.70151 0.015
H 4.50094 -5.05825 -1.08848 0.026
H 2.00952 -3.29667 3.82274 0.021
H 1.45918 -1.71038 3.27745 0.004
H 3.02036 -1.88071 4.09603 0.044
H 4.11843 -4.88134 1.98812 0.030
H 5.20020 -3.69159 2.71318 0.044
H 5.16862 -3.89645 0.96402 0.026
H 3.17429 -0.14642 1.24010 0.000
H 4.46902 -0.93030 0.32138 0.014
H 4.67993 -0.59544 2.03709 0.047
H -1.78801 -3.99299 -0.10920 0.018
H -1.82754 -5.75292 -0.09248 0.050
H -0.98349 -4.90582 -1.38559 0.016
H -0.40391 -3.81508 2.80706 0.003
H 0.76270 -5.09216 3.16829 0.031
H -0.89037 -5.51409 2.74496 0.045
H 1.34863 -6.80813 -0.64629 0.025
H 0.69486 -7.38668 0.88054 0.045
H 2.26297 -6.57977 0.84966 0.031